13
Properties=species:S:1:pos:R:3 method="wB97M-V/def2-TZVPD" e_above_lowest_kj_mol=937.2 spin_multiplicity=1 homo_lumo_gap_ev=5.7 mol_weight_g_mol=115.1 homo_energy_ev=-8.04
O 1.146 0.312 2.104
O 1.526 -0.077 -0.020
O -1.192 0.090 -1.995
N -2.004 -0.176 0.681
C 0.752 -0.180 0.905
C -0.538 -0.238 0.405
C -0.360 -0.101 -1.023
C 0.923 0.141 -1.306
H 1.598 0.320 -2.284
H -2.046 -0.379 -1.605
H 2.068 1.950 1.990
H -2.407 -1.282 0.736
H -1.677 0.297 1.793